# 1
DFT (ωB97M-V/def2-TZVPD) results for the ion CH5N2Si with charge +1 in a non-equilibrium geometry.

```
9
Properties=species:S:1:pos:R:3:mulliken_charge:R:1
C 1.553 -0.310 0.022 -0.771
N -1.344 0.037 -0.166 0.233
N -2.469 -0.417 -0.207 -0.244
Si 0.049 0.488 0.681 0.477
H 1.440 -1.333 -0.482 0.340
H 1.831 0.434 -0.727 0.297
H 2.311 -0.397 0.797 0.318
H -0.314 1.890 1.091 0.059
H -3.057 -0.393 -1.010 0.292
```

Summary:
SMILES ... C[SiH]=[N+]=N
HOMO-LUMO gap (alpha / beta) ... 8.37 / 8.37 eV
Highest occupied orbital energy (alpha / beta) ... -14.35 / -14.34 eV
Lowest unoccupied orbital energy (alpha / beta) ... -5.98 / -5.98 eV
Strongest force on any atom ... 3.43 eV Å⁻¹
Total charge ... +1

***

# 2
DFT (ωB97M-V/def2-TZVPD) results for a structure of composition C15H35FeN4O9P in a non-equilibrium geometry.

```
65
Properties=species:S:1:pos:R:3:lowdin_spin:R:1
O -4.777 3.411 -1.455 -0.020
H -4.151 3.028 -2.106 0.001
Fe -0.754 0.302 -0.907 2.469
N -1.611 1.237 0.547 0.102
N 0.120 2.016 -1.121 0.186
N -1.435 -1.558 -0.580 -0.012
N 0.538 -0.714 -2.063 0.015
O -2.132 0.725 1.744 0.511
O -2.481 -1.978 0.263 -0.008
O 1.565 -0.222 -2.888 0.000
O 1.158 2.399 -1.982 0.327
C -0.599 3.071 -0.474 -0.079
C -1.502 2.654 0.446 0.001
C -0.742 -2.485 -1.130 0.023
C 0.418 -1.990 -1.999 0.007
C -2.398 3.506 1.336 0.000
H -3.435 3.218 1.158 0.000
H -2.319 4.570 1.128 0.000
H -2.166 3.337 2.387 0.001
C -0.280 4.510 -0.863 -0.014
H -0.485 4.642 -1.926 -0.004
H 0.771 4.729 -0.679 -0.003
H -0.881 5.238 -0.324 0.000
C -0.962 -3.994 -0.974 0.002
C 1.299 -3.018 -2.718 0.001
H -1.968 -4.229 -0.625 0.000
H -0.261 -4.408 -0.250 0.001
H -0.839 -4.520 -1.919 0.001
H 2.260 -2.600 -3.016 0.000
H 0.804 -3.379 -3.619 0.000
H 1.525 -3.872 -2.082 0.000
H -3.061 -1.182 0.242 0.000
H 1.420 0.735 -2.826 -0.001
C -1.856 0.745 -2.529 0.277
H -2.718 0.995 -3.148 0.029
H -1.819 -0.313 -2.775 0.035
H -1.053 1.201 -3.105 0.020
O -5.479 -0.063 0.056 0.000
H -5.604 0.947 -0.186 0.000
H -4.667 -0.218 -0.518 0.000
C 3.997 1.253 -0.288 0.002
C 3.546 -0.151 0.093 0.004
O 2.722 -0.123 1.240 0.035
P 1.073 -0.111 0.762 0.063
O 0.815 -1.810 0.937 0.012
C 1.562 -2.459 1.949 0.001
C 2.591 -3.392 1.321 0.000
O 0.639 1.111 1.899 0.004
C 0.918 0.738 3.240 0.001
C -0.181 -0.117 3.868 0.004
H 3.126 1.883 -0.545 0.001
H 4.677 1.201 -1.166 0.000
H 4.541 1.722 0.559 0.000
H 3.080 -0.668 -0.776 0.001
H 4.449 -0.745 0.339 0.000
H 2.057 -1.792 2.676 0.000
H 0.858 -3.073 2.548 0.000
H 3.328 -2.825 0.720 0.000
H 3.135 -3.944 2.117 0.000
H 2.087 -4.126 0.658 0.000
H 1.908 0.268 3.368 0.000
H 0.993 1.672 3.837 0.000
H -0.338 -1.056 3.301 0.000
H 0.105 -0.378 4.909 0.001
H -1.133 0.446 3.915 0.001
```

Summary:
Expectation value of S² ... 6.247
HOMO-LUMO gap (alpha / beta) ... 3.53 / 3.20 eV
2S+1 ... 5
Highest occupied orbital energy (alpha / beta) ... -5.44 / -5.58 eV
Lowest unoccupied orbital energy (alpha / beta) ... -1.92 / -2.38 eV
Strongest force on any atom ... 5.76 eV Å⁻¹
Total charge ... 0

***

# 3
DFT (ωB97M-V/def2-TZVPD) results for the molecule C6H11NO in a non-equilibrium geometry.

```
19
Properties=species:S:1:pos:R:3:mulliken_charge:R:1
C -2.218 -0.568 -1.468 -1.037
C -1.317 -0.847 -0.298 0.602
N -0.498 0.242 0.064 -0.014
C 0.652 0.490 -0.849 -0.579
C 1.843 0.132 0.010 -0.720
C 1.468 0.519 1.441 -0.484
C -0.060 0.304 1.458 -0.695
O -1.353 -1.877 0.335 -0.583
H -1.825 0.334 -1.947 0.326
H -2.360 -1.382 -2.171 0.294
H -3.159 -0.173 -1.077 0.311
H 0.595 -0.216 -1.665 0.366
H 0.589 1.501 -1.236 0.324
H 2.003 -0.945 -0.011 0.261
H 2.804 0.513 -0.335 0.422
H 1.918 -0.121 2.191 0.313
H 1.744 1.560 1.613 0.289
H -0.281 -0.617 1.989 0.349
H -0.544 1.149 1.956 0.255
```

Summary:
SMILES ... CC(=O)N1CCCC1
HOMO-LUMO gap ... 9.97 eV
Highest occupied orbital energy ... -9.02 eV
Lowest unoccupied orbital energy ... 0.95 eV
Strongest force on any atom ... 1.33 eV Å⁻¹
Total charge ... 0

***

# 4
DFT (ωB97M-V/def2-TZVPD) results for a cluster of 3 separate species, C4H12N2O in total in a non-equilibrium geometry.

```
19
Properties=species:S:1:pos:R:3:mulliken_charge:R:1
C -1.064 0.702 0.919 -0.799
C -0.886 -2.274 0.618 -0.719
O -0.808 -1.108 -0.122 -0.499
H -1.462 -3.076 0.128 0.228
H -1.394 1.738 0.835 0.311
H -0.206 0.583 1.570 0.320
H -1.920 0.113 1.227 0.275
H -1.328 -2.063 1.609 0.242
H 0.125 -2.696 0.794 0.251
N 0.909 2.164 -0.242 -0.598
N 1.832 -0.423 -0.677 -0.339
C 0.030 1.171 -0.807 -0.325
C 0.610 -0.078 -1.153 0.073
H 1.200 2.850 -0.931 0.210
H 0.464 2.664 0.525 0.230
H 2.260 0.219 -0.025 0.262
H 2.160 -1.366 -0.798 0.230
H -0.776 1.502 -1.458 0.389
H 0.254 -0.622 -2.014 0.257
```

Summary:
HOMO-LUMO gap ... 8.51 eV
Highest occupied orbital energy ... -7.64 eV
Lowest unoccupied orbital energy ... 0.87 eV
Strongest force on any atom ... 1.76 eV Å⁻¹
Total charge ... 0

***

# 5
DFT (ωB97M-V/def2-TZVPD) results for a cluster of 4 separate species, C12H32BN4O6P2 in total in a non-equilibrium geometry.

```
57
Properties=species:S:1:pos:R:3:mulliken_charge:R:1
C -2.446 -5.556 3.868 -0.710
C -3.194 -4.902 2.891 -0.299
C -3.731 -3.463 2.974 -0.616
B -2.636 -2.353 3.539 0.218
P -3.533 -1.316 4.894 0.232
N -2.955 0.160 5.182 -0.760
P -1.858 -1.381 2.081 0.977
O -2.622 -1.514 0.753 -0.776
O -1.620 0.249 2.338 -0.494
O -0.313 -2.016 1.754 -0.588
H -2.872 -6.468 4.327 0.211
H -1.436 -5.237 4.167 0.278
H -3.455 -5.500 1.988 0.304
H -4.172 -3.165 2.000 0.338
H -4.595 -3.499 3.684 0.190
H -1.759 -2.958 4.097 -0.168
H -3.409 -2.080 6.109 -0.016
H -4.920 -1.254 4.553 -0.016
H -3.737 0.794 5.013 0.172
H -1.380 0.673 1.504 0.262
H 0.335 -1.340 1.975 0.278
C -2.222 2.875 -1.099 -0.010
O -1.421 2.303 -0.386 -0.567
N -3.506 2.494 -1.270 0.197
C -4.417 3.220 -2.127 -0.951
C -3.973 1.312 -0.562 -0.920
H -1.954 3.776 -1.676 0.257
H -5.265 3.575 -1.537 0.326
H -4.779 2.555 -2.916 0.331
H -3.919 4.075 -2.584 0.303
H -3.849 1.466 0.511 0.288
H -3.371 0.452 -0.857 0.325
H -5.021 1.121 -0.785 0.361
C 2.988 1.373 0.632 0.045
O 2.249 0.526 1.087 -0.542
N 2.749 2.102 -0.482 0.248
C 3.687 3.096 -0.964 -1.021
C 1.513 1.881 -1.217 -1.044
H 3.951 1.622 1.110 0.246
H 3.198 4.074 -0.984 0.335
H 4.005 2.825 -1.971 0.394
H 4.562 3.148 -0.315 0.293
H 0.661 2.074 -0.565 0.415
H 1.470 0.839 -1.544 0.326
H 1.467 2.539 -2.084 0.358
C 5.967 1.007 -3.205 0.153
O 5.500 2.094 -3.478 -0.636
N 5.669 -0.147 -3.845 0.115
C 6.264 -1.412 -3.464 -0.924
C 4.723 -0.113 -4.946 -0.898
H 6.692 0.872 -2.387 0.288
H 6.816 -1.824 -4.313 0.336
H 5.477 -2.109 -3.171 0.347
H 6.948 -1.278 -2.627 0.290
H 5.095 0.555 -5.725 0.299
H 3.765 0.270 -4.590 0.240
H 4.587 -1.112 -5.355 0.382
```

Summary:
HOMO-LUMO gap ... 5.78 eV
Highest occupied orbital energy ... -3.71 eV
Lowest unoccupied orbital energy ... 2.07 eV
Strongest force on any atom ... 3.62 eV Å⁻¹
Total charge ... -1

***

# 6
DFT (ωB97M-V/def2-TZVPD) results for a structure of composition C24H33Cl2CuN4O3S in a non-equilibrium geometry.

```
68
Properties=species:S:1:pos:R:3:lowdin_spin:R:1
O -1.220 0.334 0.550 0.086
C -2.095 0.962 -0.279 0.007
C -3.294 0.071 -0.655 0.000
C -3.210 -1.311 -0.548 0.000
H -2.270 -1.751 -0.215 0.000
C -4.283 -2.122 -0.920 0.000
H -4.170 -3.205 -0.834 0.000
C -5.451 -1.532 -1.411 0.000
H -6.291 -2.157 -1.712 0.000
C -5.547 -0.136 -1.513 0.000
H -6.456 0.336 -1.892 0.000
C -4.467 0.660 -1.131 0.000
H -4.488 1.747 -1.215 0.000
H -2.507 1.846 0.254 0.004
C -0.594 2.803 -1.197 0.000
C -1.431 1.606 -1.516 0.002
H -0.372 3.448 -2.052 0.000
H 0.381 2.487 -0.815 0.000
H -1.039 3.388 -0.389 0.000
C -1.528 1.044 -2.740 -0.001
C -0.794 1.429 -3.984 0.001
H -2.139 0.155 -2.866 0.000
H -1.485 1.699 -4.785 0.000
H -0.204 0.598 -4.385 0.000
H -0.119 2.267 -3.830 0.000
Cu 0.718 -0.348 0.016 0.743
Cl 0.016 -2.412 -0.558 0.050
Cl 1.294 0.520 -2.026 0.027
H -2.844 -2.855 3.570 0.000
H -0.530 -4.226 3.254 0.000
C -2.490 -2.377 2.649 0.000
C -0.319 -3.545 2.425 0.000
N -1.042 -2.301 2.620 0.002
H -2.900 -1.367 2.584 0.000
C -0.410 -1.127 2.700 -0.001
O 0.735 -0.906 2.268 0.000
H 0.749 -3.348 2.372 0.000
H -0.989 -0.319 3.186 0.000
H -2.858 -2.972 1.806 0.000
H -0.643 -4.021 1.498 0.000
H 3.185 3.925 2.438 0.000
H 1.379 3.843 4.498 0.000
C 2.256 4.007 1.866 0.000
C 0.615 3.755 3.718 0.000
N 1.181 3.250 2.478 0.000
H 2.440 3.661 0.849 0.000
C 0.741 2.113 1.928 0.000
O 1.316 1.561 0.964 0.011
H -0.160 3.062 4.051 0.000
H -0.169 1.689 2.375 0.000
H 1.979 5.063 1.856 0.000
H 0.173 4.743 3.556 0.000
N 3.396 0.015 2.000 -0.002
C 3.581 -0.529 0.819 0.003
N 2.702 -0.810 -0.135 0.054
C 3.260 -1.410 -1.260 0.002
C 2.627 -1.805 -2.455 0.001
C 3.352 -2.387 -3.480 0.000
C 4.728 -2.592 -3.316 0.000
C 5.365 -2.189 -2.147 0.000
C 4.644 -1.580 -1.137 0.002
S 5.218 -1.010 0.404 0.007
H 4.211 0.109 2.591 0.000
H 2.451 0.227 2.337 0.000
H 1.562 -1.681 -2.619 0.000
H 2.841 -2.695 -4.394 0.000
H 5.296 -3.072 -4.108 0.000
H 6.419 -2.327 -1.963 0.000
```

Summary:
Expectation value of S² ... 0.753
HOMO-LUMO gap (alpha / beta) ... 6.31 / 6.29 eV
2S+1 ... 2
Highest occupied orbital energy (alpha / beta) ... -4.10 / -4.08 eV
Lowest unoccupied orbital energy (alpha / beta) ... 2.21 / 2.21 eV
Strongest force on any atom ... 3.43 eV Å⁻¹
Total charge ... -1